This record from the Open Molecules 2025 dataset describes the molecule C4H5N3O at a distorted geometry. The level of theory is ωB97M-V/def2-TZVPD.

Values from the calculation:
LUMO	-0.727	eV
HOMO	-9.9162	eV
M	111.1	u
SMILES	CN/N=C(\C#N)C=O
gap between HOMO and LUMO	0.338	Eh

```
13
Properties=species:S:1:pos:R:3:forces:R:3
C -0.2234 -2.3174 -0.5110 -3.78 2.86 0.11
C 0.0108 1.0470 0.4703 2.08 1.87 -2.02
C -0.5589 2.0915 1.2646 0.08 3.61 2.39
C 1.1813 1.2807 -0.3987 7.42 3.27 -1.19
H -0.7140 -2.4455 -1.5567 1.72 -1.94 1.92
H -1.1079 -2.5218 0.3531 2.12 1.13 -2.63
H 0.6547 -2.6641 0.0581 0.08 -0.23 -1.54
H 0.8301 -0.3055 -1.2330 -2.33 -1.88 0.87
H -1.8559 2.0418 1.3755 3.77 0.30 0.05
N -0.1447 -0.7338 -0.8584 1.28 -0.57 2.36
N -0.5930 0.0078 0.2119 -1.87 -4.15 -1.77
N 2.2829 1.5520 -0.8710 -6.95 -1.86 2.53
O 0.2380 2.9674 1.6952 -3.60 -2.42 -1.08
```
Forces are in eV/Å.